(1)
C58H75F7O4 | ωB97M-V/def2-TZVPD

Summary:
E   -88570.4619 eV
SMILES   Fc1ccccc1.Fc1ccccc1.Fc1ccccc1.Fc1ccccc1.Fc1ccccc1.Fc1ccccc1.Fc1ccccc1.CCOCC.CCOCC.CCOCC.CCOCC
HOMO   -9.11 eV
Orbital gap   0.3556 hartree
Relative energy (zero: lowest compared OMol25 entry of this formula, charge and spin)   36.2 kcal per mole

Structure (XYZ):
```
144
Properties=species:S:1:pos:R:3:mulliken_charge:R:1
C -1.45436 -12.00613 20.33268 0.2262
H -0.93059 -18.88580 15.84918 -1.1875
C 1.21112 -18.35209 20.51178 -0.1415
C -6.40824 -16.48557 23.76993 -0.8611
C -1.00334 -23.58256 13.73552 -0.3263
H -5.40535 -17.89374 20.89037 0.0744
H -5.63864 -13.92814 18.99546 0.4922
C -9.21358 -16.45184 20.18788 -0.4016
C -2.80015 -18.43513 19.73213 -0.2685
H -2.55548 -13.75039 23.04582 0.4091
C 2.63471 -22.65495 15.87839 -1.5386
O -1.32281 -19.22677 18.08516 0.5188
H -0.44722 -14.79288 16.62974 0.6329
H -2.90506 -20.42726 18.81645 -0.4083
C -5.27933 -18.79575 22.80624 -0.4729
C 2.32009 -14.55659 21.59176 -0.6634
H 2.28546 -22.91841 14.85611 0.2982
O 1.15675 -24.31599 16.61726 -0.4259
H -4.60052 -17.75252 10.60467 0.4473
O -4.08855 -17.69113 13.94398 0.1175
H 1.33796 -19.69569 22.15244 0.5304
C -1.33537 -14.21262 13.35286 -0.6038
H -2.08900 -17.66105 19.60462 0.2250
C -2.65958 -14.38268 21.02202 -0.1091
C -1.22982 -21.26387 13.37252 -0.2568
C 2.91202 -16.04241 23.43137 -0.5429
H -4.70843 -22.59017 16.71314 0.5585
H -10.09527 -16.14367 19.68190 0.4215
C -2.49032 -14.13601 19.67520 -0.3653
H -5.56266 -15.53872 19.58316 -0.1081
H -3.67736 -18.28471 19.14519 -0.2999
C -1.94640 -12.86266 19.30804 -0.5571
H -0.29609 -24.39103 13.84690 0.2793
H -6.73749 -18.68949 19.06939 0.5633
C -1.05433 -13.93808 14.69293 -0.6619
H 4.19086 -20.44256 19.17152 0.4527
H -0.63592 -26.22674 15.56073 0.2820
H -5.79211 -20.76416 20.31903 0.5886
O -8.09447 -16.21327 19.37150 -0.2070
C 2.80752 -18.79333 18.79734 0.1363
C -9.26544 -17.83422 20.63343 -0.7732
F -0.80035 -10.86948 20.06470 -0.3326
H -0.94527 -20.23207 13.22843 0.5148
H -1.77296 -13.45053 12.80221 0.4562
F -4.56987 -22.60778 19.26465 -0.4240
H -5.59196 -16.95148 12.81899 0.3610
C 3.29476 -15.18087 22.41254 -0.5415
F -4.42112 -22.92207 14.16260 -0.4448
F -5.10285 -19.58693 25.03830 -0.3399
C -0.15255 -19.55717 16.19703 1.0098
H -3.19949 -20.51619 13.52454 0.3886
C -6.34557 -19.53976 18.52863 -0.5506
H 3.45429 -23.37339 16.13623 0.3757
C 0.99891 -14.89847 21.69137 0.4672
H 0.25881 -14.34425 21.12831 0.1151
H 0.74119 -18.87050 16.45305 -0.0765
H -3.96287 -17.85262 16.60776 -0.3797
H -6.26569 -18.58307 16.62518 0.5785
C -2.30865 -23.80080 14.03349 -0.5431
C 3.39641 -19.79739 19.53838 -0.3978
C -6.08912 -14.88776 18.91491 -0.4780
H 0.11773 -20.70489 18.15842 -0.0908
C 1.54877 -16.27803 23.63555 -0.5184
H -2.68240 -24.73366 14.38857 0.4833
C -1.76716 -12.34556 21.66205 -0.2836
C -5.51736 -20.53944 16.44829 -0.3505
C -5.47034 -18.65693 24.13305 0.1450
C -5.81874 -20.63784 19.27177 -0.4641
C 2.86701 -20.11890 20.76574 -0.6380
C 1.73206 -18.06214 19.26857 -0.4566
F 3.18492 -18.64381 17.50903 -0.3834
H -8.26871 -17.96540 20.99347 -0.0641
H -6.25386 -17.49371 25.68025 0.4588
H -5.37539 -16.52024 15.15912 0.2984
H 0.14463 -20.24332 15.41933 0.0387
C -3.47896 -17.03430 16.10652 1.5345
F -0.68323 -15.99507 22.95113 -0.2702
H -3.38281 -16.17360 16.77379 0.0472
C 1.39743 -22.93333 16.62841 1.0140
H 2.67640 -13.93640 20.80769 0.4267
H -1.07675 -12.91302 14.93595 0.4424
C -0.20243 -24.58914 16.95567 0.3687
H 0.64698 -22.26692 13.38036 0.5711
C -6.07078 -17.53809 24.63282 -0.4976
C -6.03134 -19.48297 17.15719 -0.8009
H -2.96620 -18.43292 20.80506 0.3854
F -0.78673 -17.74213 13.30901 -0.2402
H 0.37752 -17.85756 20.94686 0.7762
H -5.33962 -20.42862 15.39061 0.4069
H 3.31369 -20.90066 21.38695 0.3973
H -0.16060 -16.97087 15.78122 0.4710
H -0.87821 -23.94044 16.40625 -0.1595
H -9.41228 -18.55350 19.83397 0.2897
H -3.95014 -15.77666 14.51301 0.6234
H 2.97774 -21.66013 16.00374 0.3222
C -0.85706 -16.47796 13.78212 0.6684
H -7.60189 -14.36367 20.36198 0.3539
C -5.16142 -21.74812 17.17009 -0.6075
H -2.74008 -14.84425 18.90062 0.5358
H -9.16056 -15.80839 21.04838 0.3423
H -6.83919 -15.62595 24.21843 0.4342
C -6.15872 -16.55600 22.41541 -0.4956
C -4.29903 -18.19744 11.53094 -1.2439
C -5.24423 -21.66156 18.53625 0.4894
C -4.53183 -17.20506 12.70764 -0.3905
H -6.32218 -15.82848 21.65257 0.4285
C -2.36859 -13.48823 21.99991 -0.6395
H -2.48363 -17.34521 15.79928 -1.1987
H -1.28669 -26.51575 17.25453 0.3081
C -2.62051 -21.43481 13.58168 -0.6942
H -8.06107 -14.11754 18.69131 0.3429
H -9.99963 -17.99579 21.41954 0.3735
C -5.54753 -17.71451 21.96767 0.6546
C -0.61486 -14.91277 15.58004 -0.5954
H 3.70097 -16.47574 24.01591 0.4498
C -0.44875 -26.08506 16.60316 -1.3147
C -7.55673 -14.87903 19.37968 -0.6298
C -0.65964 -20.26588 17.40003 -0.4243
H -1.54006 -11.64288 22.47394 0.3270
H 0.60228 -22.36486 16.10148 -0.5083
H -5.00444 -19.06085 11.70211 0.3076
H -1.45655 -20.07944 19.93180 0.4546
C -1.25141 -15.50349 12.88983 -0.5331
C -0.42047 -22.34960 13.51590 -0.7795
H -4.02089 -16.23303 12.51266 0.2905
H -1.43069 -15.76055 11.85100 0.4736
C -4.26572 -16.69525 14.91985 -1.1115
H 0.47171 -26.56209 16.91653 0.3799
H -1.38977 -21.07746 17.15200 0.2271
C -3.12403 -22.66879 13.92097 0.8579
H 1.38689 -22.63589 17.70005 0.3350
H -3.25166 -18.60175 11.51360 0.1853
C -2.10350 -19.68051 19.17254 -0.2696
H 4.35550 -14.96276 22.24155 0.3524
C 1.75451 -19.38624 21.23148 -0.9417
H 1.24333 -17.29916 18.72046 0.6677
H -4.92514 -19.73847 22.44290 0.4114
C -0.53259 -16.22056 15.10886 -0.4135
H 1.19220 -16.78676 24.54072 0.3916
H -6.00913 -15.25161 17.87802 0.1643
H -1.80076 -12.59494 18.23367 0.4062
H -0.31509 -24.38796 18.08077 0.3515
C 0.61662 -15.69698 22.78339 0.3533
H -3.07214 -15.34391 21.38793 0.3580
```

=====

(2)
C4H10N3 | ωB97M-V/def2-TZVPD

Summary:
E   -8758.8395 eV
Spin multiplicity   2
HOMO (spin up / spin down)   -18.65 / -18.65 eV
Net charge   +2
Orbital gap (spin up / spin down)   0.3777 / 0.2325 hartree
Relative energy (zero: lowest compared OMol25 entry of this formula, charge and spin)   19.1 kcal per mole

Structure (XYZ):
```
17
Properties=species:S:1:pos:R:3:mulliken_spin:R:1
H -0.72668 1.97301 3.44132 0.0000
H 1.82602 -2.36872 -3.47407 -0.0154
H -1.16316 0.65901 -0.85754 -0.0002
N 1.39757 -2.33852 -0.43559 0.2023
C -0.68623 2.53845 2.51840 0.0000
N -0.88038 1.96019 1.39483 -0.0001
H 0.54181 -2.33529 0.12462 -0.0126
C 1.21564 -1.87244 -1.55565 -0.0275
H -1.35303 0.08558 2.20253 0.0003
H -1.36956 -1.01737 -0.11919 0.0021
C -1.25392 0.04578 0.03119 0.0028
H -0.80793 2.50908 0.54081 -0.0001
C -1.14957 0.54905 1.24786 -0.0021
H -0.48758 3.60374 2.50417 0.0000
H 2.34515 -0.89884 -2.98597 -0.0165
H 0.38238 -1.23725 -1.92937 0.1126
N 2.16947 -1.85546 -2.64836 0.7544
```

=====

(3)
C34H55F3O13S4 | ωB97M-V/def2-TZVPD

Summary:
E   -114254.5527 eV
SMILES   CCOS(C)(=O)=O.CCOS(C)(=O)=O.CCOS(C)(=O)=O.CCOS(C)(=O)=O.Fc1ccccc1.Fc1ccccc1.Fc1ccccc1.C1CCOC1
HOMO   -9.08 eV
Orbital gap   0.3363 hartree
Relative energy (zero: lowest compared OMol25 entry of this formula, charge and spin)   0.0 kcal per mole

Structure (XYZ):
```
109
Properties=species:S:1:pos:R:3:mulliken_charge:R:1
H -4.76194 -5.48595 -0.63721 0.2489
H -2.95227 -1.21149 -4.41490 0.3681
S 4.53365 4.78808 1.67138 1.1725
O -3.37028 3.18309 2.77366 -0.5624
H -1.46348 -2.51235 -2.47205 -0.1237
H 5.04815 1.45933 -4.74962 0.2997
C 2.54554 0.32893 -0.36604 -0.3335
O -0.37022 6.41736 1.23317 -0.6304
H -5.21100 -7.94025 -0.60344 0.3599
O 4.00462 3.91729 2.69838 -0.5998
C 1.77617 1.08303 0.56116 0.0400
H -3.98509 -0.82935 2.69870 0.3649
H -3.63650 5.19708 0.42185 0.2414
H 3.07736 6.06795 -0.09541 0.5327
H -4.80195 6.66983 -1.11373 0.3295
F 4.62950 -6.87296 1.77723 -0.3045
H -4.89025 -1.05287 4.68708 0.2729
H -2.90991 6.62179 1.34952 0.3397
O -3.96946 -5.32431 1.08680 -0.3274
H -0.30213 3.72108 1.32331 0.2292
H 6.05401 8.60378 3.15308 0.3232
C -3.05422 -2.22460 -4.02589 -0.3798
H 2.86980 -1.25286 -1.58339 0.4114
C 5.21378 2.23202 -2.92718 -0.4810
C -3.31527 -3.28242 -5.07797 -0.4587
C -4.13652 -6.13510 -0.02437 -0.0012
H -0.94907 -2.54622 -4.14757 0.3756
H 6.13054 9.27523 1.52853 0.3841
H -0.04639 1.10580 1.62097 0.5445
H -0.73217 3.35817 -0.38629 0.3647
H -3.29355 -6.33595 -0.68554 0.2958
H -4.84359 -2.94348 -0.06416 0.4892
H 2.38414 -8.88368 -1.53407 0.3631
C 1.79159 -5.78572 -0.20092 -0.0717
H -6.10870 2.40267 3.48103 0.4379
H -5.33485 7.32919 0.30355 0.3732
H 6.61462 6.65632 1.48647 0.3373
C 6.18506 0.05722 -3.45461 -0.6242
C -5.01382 -7.34816 0.29022 -1.3074
H 5.20350 7.23004 0.51682 0.2622
C 2.79060 -5.78573 0.72278 -0.4547
H 3.48942 0.78368 -0.62811 0.4407
O 5.69658 4.31850 0.88103 -0.6568
C 5.73542 2.11828 -1.64022 -0.0856
H -3.57693 -3.32975 -1.15782 -0.1994
H 4.59304 3.03111 -3.30471 0.4039
C -1.77390 -2.79210 -3.47877 -0.2433
H 0.84123 -6.89072 -1.74161 0.3472
O -2.89259 0.78520 3.44767 -0.3635
S -2.86632 -4.07508 0.97748 0.8793
O -2.73455 -3.42400 2.27035 -0.5705
H 5.51263 2.91617 -0.94731 0.4668
H -2.62420 -3.40583 -5.91180 0.2786
H -4.49520 -7.89719 1.07616 0.3310
C -3.75828 -2.92274 -0.16306 -0.5910
H -4.92233 1.75134 4.78103 0.3449
C 6.47698 1.02225 -1.23332 0.2488
C -2.01928 -4.31731 -3.50594 -0.0802
H 2.70728 4.34546 0.05908 0.3087
C 5.60809 8.55628 2.15961 -1.2771
C -3.80679 -1.09785 4.79750 -1.2287
C 2.50466 -7.97819 -0.95790 -0.3477
C 5.50509 1.20869 -3.80369 -0.3142
H -5.92800 -7.14222 0.84696 0.3406
S -0.64676 5.64830 -0.00403 1.2086
O -4.23868 1.31567 1.35388 -0.6229
C 0.87722 -1.38229 -0.56325 -0.0251
C 6.71060 -0.04369 -2.15629 -0.3889
H -1.13334 -4.79806 -3.92080 0.2948
C 3.03338 5.23209 0.60281 -1.0041
H -2.09368 -4.78244 -2.52297 0.0224
C 0.54287 0.54825 0.90802 -0.3965
H 6.34016 -0.76610 -4.13614 0.4167
H -4.33960 -3.26704 -5.45027 0.3124
C 3.63529 -6.92576 0.83394 0.3737
H -3.55200 -0.57698 5.72047 0.3124
H -3.97443 8.10749 -0.54993 0.3224
C -0.98283 3.94010 0.50064 -0.3338
F 2.11252 2.29976 1.00076 -0.1018
F 6.99862 0.90567 0.02847 -0.3096
H -0.82446 -1.00570 0.76986 0.2751
O -2.18897 6.23746 -0.46658 -0.3999
S -3.91956 1.83959 2.67712 1.2163
H -3.58229 -2.16201 4.86995 0.3570
H 1.19291 -4.90327 -0.37197 0.3525
C -3.28185 6.22762 0.40380 0.0148
H 4.58791 8.91971 2.28305 0.3041
H 2.96542 -4.94189 1.37377 0.4273
H 0.47919 -2.33603 -0.87684 0.2654
C -5.40308 1.63944 3.80920 -0.9712
H -5.83393 0.64824 3.66787 0.2503
C 0.10039 -0.63165 0.35616 -0.3252
C 1.70813 -6.81705 -1.10172 -0.5659
H -2.01731 3.92227 0.84363 -0.1177
H -3.34707 -1.92029 -0.04438 0.4017
O -3.15595 -4.38585 -4.26745 -0.4850
C 3.49613 -8.02008 0.02760 -0.5204
O 4.87240 6.29839 2.35406 -0.3390
H -2.36696 -1.21002 3.27182 0.3343
H 7.27936 -0.95489 -2.04401 0.3969
O -1.68320 -4.50805 0.23862 -0.4297
H -3.78796 -2.17684 -3.22125 0.1617
C 5.67655 7.21128 1.49864 -0.0652
C 2.08343 -0.80308 -0.99541 -0.8034
C -3.24747 -0.59791 3.46711 -0.0969
H 2.29141 5.49782 1.35577 0.2829
H 4.13693 -8.85318 0.27604 0.4099
O 0.20645 5.65842 -1.21754 -0.6140
C -4.39795 7.15675 -0.22616 -1.3315
```

=====

(4)
C16H19N3O3S2 | ωB97M-V/def2-TZVPD

Summary:
E   -49184.1430 eV
SMILES   O=C(Nc1ccc(S(=O)(=O)Nc2nccs2)cc1)C1CCCCC1
HOMO   -8.65 eV
Orbital gap   0.3349 hartree
Relative energy (zero: lowest compared OMol25 entry of this formula, charge and spin)   11.0 kcal per mole

Structure (XYZ):
```
43
Properties=species:S:1:pos:R:3:mulliken_charge:R:1
H -5.63384 0.01866 -2.01644 0.3516
H -5.59320 1.78324 -0.27997 0.3175
C 0.76124 -1.50143 -0.79790 -0.5849
H 0.82171 -0.84708 2.53168 0.3326
C -4.72167 0.19088 -1.44210 -0.5082
O 4.93946 -2.94795 -1.13022 -0.7250
H 3.25031 -1.24710 2.14639 0.4965
O -2.03689 -1.20477 -1.29346 -0.6428
H 5.82311 -0.61059 -1.80715 0.2703
C 4.42077 2.27224 0.92801 -0.6381
C -2.12487 -0.94097 -0.11891 0.2275
H -2.53721 1.04528 1.72163 0.4418
C -4.64309 -0.82802 -0.30787 -1.3031
N -1.05446 -0.94023 0.74242 -0.0576
H -4.30057 1.00655 1.72865 0.4665
H -4.73657 2.32774 -1.72508 0.3343
H -3.87148 0.04682 -2.10812 0.2988
C 2.53370 -1.31605 1.34531 -0.3305
O 5.43511 -1.88673 1.03308 -0.6726
H 0.06802 -1.57176 -1.61914 0.5320
S 4.71144 -1.88639 -0.19929 1.3876
N 5.12517 -0.47925 -1.09242 -0.2670
N 4.27996 0.98918 0.50502 -0.1741
H -3.50300 -1.27025 1.46008 0.4139
C 5.33555 3.01628 0.26577 -0.2103
H 2.49985 -1.98535 -1.96246 0.3933
C -3.41766 0.85440 1.10277 -0.9463
C -3.42801 -0.59610 0.59653 0.2549
C 1.18732 -1.09366 1.54496 -0.8737
S 6.09772 2.07047 -0.96552 -0.1730
C -3.45467 1.84063 -0.06055 -0.5793
H -3.43833 2.86196 0.32597 0.3483
H -4.58919 -1.83372 -0.72773 0.3499
H 5.61042 4.04029 0.41021 0.4329
H 3.80590 2.61161 1.74113 0.4044
H -1.25508 -0.73008 1.71083 0.2075
H -2.56980 1.70176 -0.68562 0.3168
C 5.07640 0.72288 -0.46758 0.3186
C -4.70796 1.61512 -0.89906 -0.7470
C 2.98031 -1.62983 0.07699 0.0758
C 0.28898 -1.18052 0.47612 0.8444
C 2.11126 -1.72622 -0.99097 -0.8449
H -5.54619 -0.76193 0.30404 0.4606
```

=====

Q: Among the records above, which one has the lowest E?
A: C34H55F3O13S4

=====

Q: Number 4 is which compound?
A: C16H19N3O3S2

=====

Repeat the second record exactly.
C4H10N3 | ωB97M-V/def2-TZVPD

Summary:
E   -8758.8395 eV
Spin multiplicity   2
HOMO (spin up / spin down)   -18.65 / -18.65 eV
Net charge   +2
Orbital gap (spin up / spin down)   0.3777 / 0.2325 hartree
Relative energy (zero: lowest compared OMol25 entry of this formula, charge and spin)   19.1 kcal per mole

Structure (XYZ):
```
17
Properties=species:S:1:pos:R:3:mulliken_spin:R:1
H -0.72668 1.97301 3.44132 0.0000
H 1.82602 -2.36872 -3.47407 -0.0154
H -1.16316 0.65901 -0.85754 -0.0002
N 1.39757 -2.33852 -0.43559 0.2023
C -0.68623 2.53845 2.51840 0.0000
N -0.88038 1.96019 1.39483 -0.0001
H 0.54181 -2.33529 0.12462 -0.0126
C 1.21564 -1.87244 -1.55565 -0.0275
H -1.35303 0.08558 2.20253 0.0003
H -1.36956 -1.01737 -0.11919 0.0021
C -1.25392 0.04578 0.03119 0.0028
H -0.80793 2.50908 0.54081 -0.0001
C -1.14957 0.54905 1.24786 -0.0021
H -0.48758 3.60374 2.50417 0.0000
H 2.34515 -0.89884 -2.98597 -0.0165
H 0.38238 -1.23725 -1.92937 0.1126
N 2.16947 -1.85546 -2.64836 0.7544
```